A structure of composition C36H40O3P2PbS at a distorted geometry. Source: OMol25; level of theory: the ωB97M-V functional and the def2-TZVPD basis.

Geometry as XYZ:
```
83
Properties=species:S:1:pos:R:3:forces:R:3:mulliken_charge:R:1
Pb 1.028 -1.577 -0.153 -0.7 -0.2 0.2 0.960
C -2.432 0.011 0.791 -0.2 -0.4 -0.1 -0.315
C -2.524 -0.280 -0.510 0.3 -0.5 0.3 -0.454
C -2.814 0.687 -1.614 -0.1 0.2 -0.7 -0.892
C -1.591 1.370 -2.292 -0.4 0.0 -0.3 0.128
C -0.510 1.867 -1.385 0.3 0.2 0.5 -0.517
C -0.677 2.318 -0.136 0.5 -0.1 -0.3 -0.244
C -1.987 2.552 0.547 -0.3 0.1 0.5 -0.968
C -2.495 1.368 1.415 0.1 0.5 0.2 -0.548
C 2.536 0.043 -0.128 0.1 0.5 0.1 -1.203
H -2.352 -0.803 1.522 0.2 0.1 -0.4 0.331
H -2.401 -1.324 -0.837 -0.2 0.4 0.3 0.481
H -3.522 1.459 -1.288 0.2 -0.3 0.0 0.405
H -3.321 0.115 -2.409 0.0 0.3 0.2 0.509
H -1.148 0.663 -3.012 -0.1 0.2 0.2 -0.342
H -1.982 2.205 -2.899 0.1 -0.3 0.0 0.304
H 0.493 1.867 -1.830 -0.2 -0.1 0.3 0.508
H 0.198 2.553 0.483 -0.2 0.0 -0.4 0.298
H -2.767 2.860 -0.160 0.3 0.0 0.2 0.347
H -1.834 3.392 1.244 -0.2 -0.2 -0.3 0.413
H -1.884 1.335 2.331 -0.2 0.0 -0.3 0.222
H -3.530 1.601 1.724 0.3 -0.1 0.0 0.404
H 3.162 -0.006 0.768 -0.1 0.2 -0.2 0.383
H 1.929 0.971 -0.131 0.5 -0.4 0.1 0.126
H 3.149 -0.006 -1.039 -0.1 0.0 0.2 0.436
P 0.139 -2.409 -9.442 0.7 -0.6 0.2 -0.005
P 2.172 0.453 -9.707 0.8 -0.2 0.1 0.042
C -0.354 -0.788 -10.087 0.2 1.4 -0.1 -0.455
C 0.405 0.344 -10.077 -1.2 -0.7 -0.4 -0.421
C -0.767 -3.570 -10.545 -0.1 -0.1 -0.2 0.337
C -1.945 -3.220 -11.221 0.2 -0.6 -0.1 0.043
C -2.591 -4.155 -12.037 0.1 0.0 0.1 -0.671
C -2.073 -5.444 -12.180 0.2 0.1 0.2 -0.441
C -0.895 -5.801 -11.506 -0.2 0.2 -0.1 -0.510
C -0.236 -4.868 -10.704 -0.4 0.4 -0.1 -0.344
C -0.874 -2.492 -7.896 -0.2 0.3 0.0 0.519
C -0.490 -1.630 -6.850 -0.4 -0.3 0.0 -0.780
C -1.223 -1.599 -5.662 -0.1 -0.2 -0.2 -0.285
C -2.350 -2.421 -5.510 0.2 0.0 -0.2 -0.404
C -2.722 -3.287 -6.542 0.2 0.1 0.1 -0.590
C -1.974 -3.346 -7.723 0.1 0.3 0.2 -0.347
C 2.747 1.263 -11.286 -0.2 0.0 -0.1 0.403
C 2.723 0.457 -12.441 0.0 0.4 0.0 -0.418
C 3.086 0.989 -13.679 0.0 0.2 0.2 -0.565
C 3.481 2.330 -13.781 -0.1 -0.1 0.2 -0.446
C 3.518 3.130 -12.635 0.1 -0.3 0.0 -0.555
C 3.175 2.596 -11.387 -0.2 -0.2 -0.3 -0.248
C 2.231 1.876 -8.549 0.0 0.1 0.2 0.514
C 3.344 1.960 -7.689 -0.4 0.3 -0.2 -0.456
C 3.462 3.033 -6.805 -0.3 0.1 -0.1 -0.537
C 2.466 4.020 -6.761 0.1 -0.3 -0.2 -0.521
C 1.360 3.932 -7.609 0.0 -0.2 0.0 -0.655
C 1.230 2.856 -8.494 0.5 0.2 0.4 0.026
H -1.378 -0.726 -10.479 0.3 0.3 0.3 0.310
H -0.051 1.288 -10.412 0.0 -0.6 -0.1 0.584
H -2.376 -2.227 -11.116 0.1 -0.3 0.0 0.132
H -3.506 -3.864 -12.557 0.3 -0.1 0.1 0.377
H -2.583 -6.171 -12.814 0.2 0.2 0.2 0.364
H -0.494 -6.809 -11.609 -0.1 0.3 0.0 0.379
H 0.688 -5.139 -10.189 -0.3 0.1 -0.1 0.366
H 0.379 -0.981 -6.981 -0.2 -0.1 0.1 0.373
H -0.917 -0.937 -4.852 -0.1 -0.1 -0.2 0.364
H -2.928 -2.388 -4.583 0.2 0.0 -0.3 0.372
H -3.599 -3.927 -6.431 0.3 0.2 0.0 0.358
H -2.259 -4.044 -8.510 0.0 0.2 0.2 0.297
H 2.403 -0.584 -12.362 0.1 0.2 0.0 0.362
H 3.062 0.358 -14.568 0.0 0.2 0.2 0.362
H 3.764 2.745 -14.751 -0.1 -0.1 0.3 0.353
H 3.817 4.176 -12.708 0.0 -0.3 0.0 0.362
H 3.227 3.229 -10.499 -0.1 -0.2 -0.2 0.285
H 4.114 1.185 -7.726 -0.2 0.2 0.0 0.366
H 4.329 3.102 -6.148 -0.2 0.0 -0.1 0.403
H 2.556 4.854 -6.062 0.0 -0.2 -0.2 0.388
H 0.586 4.702 -7.589 0.2 -0.2 0.1 0.398
H 0.356 2.793 -9.138 0.2 0.1 0.1 0.187
C -0.436 -1.138 4.211 0.2 -0.1 0.2 -1.029
S 0.832 -0.828 2.982 -0.4 0.2 0.2 1.111
O 2.095 -0.765 3.688 -0.6 0.1 -0.6 -0.618
O 0.733 -2.067 2.077 0.3 1.0 0.1 -0.733
O 0.395 0.368 2.239 0.6 -1.1 0.2 -0.467
H 0.014 -1.788 4.968 -0.2 0.0 -0.2 0.388
H -1.307 -1.605 3.744 0.2 0.1 0.1 0.286
H -0.718 -0.192 4.686 0.2 -0.1 -0.2 0.321
```
Positions in Å, forces in eV/Å.

Results
Net charge ... 0
Max |F| ... 1.5 eV/Å
LUMO ... -0.764 eV